No. 1
13
Properties=species:S:1:pos:R:3 method="wB97M-V/def2-TZVPD" lumo_ev=0.58 relative_energy_kcal_mol=104.6 homo_ha=-0.325 gap_ev=9.43
C 1.213 0.255 0.893
C 0.363 -0.273 -0.967
C -0.776 -1.013 -0.298
N -1.068 0.267 0.385
C -0.354 0.976 -0.661
O -0.335 2.124 -1.018
H 2.030 0.827 0.503
H 0.745 0.821 1.749
H 1.398 -0.757 1.228
H 0.887 -0.565 -1.904
H -0.466 -1.875 0.306
H -1.649 -1.288 -0.905
H -1.988 0.501 0.687

=====

No. 2
12
Properties=species:S:1:pos:R:3 method="wB97M-V/def2-TZVPD" lumo_ev=-0.61 relative_energy_kcal_mol=198.9 homo_ha=-0.303 gap_ev=7.64
C -0.870 -0.217 -0.192
C -0.343 1.032 -0.191
C 1.260 -0.322 -0.050
H -2.767 0.502 -0.061
H -2.408 -1.424 0.791
H -0.939 1.972 0.326
H 1.849 1.586 -0.721
H 2.675 -1.597 0.709
N -2.192 -0.704 -0.341
N 1.002 0.906 0.114
N 0.114 -1.095 -0.051
O 2.620 -0.640 -0.333

=====

No. 3
122
Properties=species:S:1:pos:R:3 method="wB97M-V/def2-TZVPD" lumo_ev=2.37 relative_energy_kcal_mol=13.5 homo_ha=-0.194 gap_ev=7.66 charge=-1
Cl -14.836 -6.274 5.081
O -14.655 -7.647 4.900
O -14.336 -5.476 3.980
O -16.212 -5.926 5.305
O -14.082 -5.789 6.239
O -14.068 -10.404 3.250
H -14.919 -10.632 2.875
H -14.253 -9.675 3.841
O -15.462 -3.304 8.035
H -16.246 -2.884 7.683
H -15.306 -4.048 7.454
C -19.071 -7.878 0.804
C -18.398 -7.021 1.893
C -19.306 -5.910 2.506
O -20.298 -6.664 3.214
C -21.615 -6.068 3.089
N -17.893 -7.929 2.881
H -18.283 -8.394 0.255
H -19.302 -7.164 0.013
H -19.993 -8.405 1.049
H -17.532 -6.711 1.309
H -19.636 -5.331 1.644
H -18.771 -5.305 3.238
H -21.818 -5.140 3.624
H -22.288 -6.849 3.443
H -21.796 -5.829 2.041
H -18.621 -8.031 3.573
H -17.224 -7.328 3.342
C -10.217 -1.474 8.571
C -11.744 -1.785 8.388
C -12.065 -1.951 6.922
O -13.392 -1.612 6.637
C -13.834 -1.690 5.253
N -11.965 -2.938 9.228
H -9.624 -2.313 8.208
H -9.997 -1.204 9.604
H -9.908 -0.690 7.879
H -12.274 -0.901 8.743
H -11.804 -2.920 6.498
H -11.668 -1.225 6.212
H -14.891 -1.426 5.224
H -13.906 -2.764 5.082
H -13.193 -1.246 4.493
H -11.613 -3.718 8.691
H -11.140 -2.743 9.777
C -16.269 -8.002 10.934
C -16.791 -7.008 9.864
C -17.584 -5.723 10.329
O -16.904 -5.093 11.361
C -17.125 -5.523 12.680
N -15.790 -6.750 8.817
H -15.804 -8.839 10.414
H -17.057 -8.396 11.575
H -15.456 -7.612 11.547
H -17.538 -7.622 9.362
H -18.636 -5.940 10.513
H -17.542 -4.923 9.590
H -18.199 -5.633 12.830
H -16.704 -4.898 13.469
H -16.665 -6.498 12.837
H -16.261 -6.530 7.951
H -15.278 -7.593 8.599
C -15.538 -10.061 7.245
C -14.197 -9.845 7.828
C -13.107 -10.629 7.066
O -11.842 -10.172 7.632
C -10.719 -10.566 6.860
N -13.887 -8.470 7.837
H -15.781 -11.120 7.337
H -15.445 -9.885 6.174
H -16.377 -9.435 7.550
H -14.213 -10.163 8.871
H -13.183 -10.397 6.004
H -13.120 -11.694 7.298
H -10.687 -11.653 6.943
H -9.882 -10.063 7.345
H -10.852 -10.211 5.838
H -12.916 -8.441 8.115
H -13.867 -8.138 6.883
C -19.268 -3.742 6.098
C -18.523 -2.396 5.813
C -19.510 -1.221 5.622
O -18.775 -0.063 5.606
C -18.212 0.225 4.297
N -17.821 -2.056 7.042
H -18.593 -4.533 6.426
H -19.655 -3.989 5.109
H -20.174 -3.645 6.696
H -17.809 -2.485 4.994
H -20.139 -1.000 6.484
H -20.171 -1.416 4.778
H -18.969 0.458 3.547
H -17.604 -0.616 3.965
H -17.650 1.115 4.579
H -18.406 -2.105 7.864
H -17.600 -1.084 6.882
C -14.874 -7.222 -0.438
C -13.520 -6.594 -0.041
C -12.563 -6.247 -1.241
O -11.436 -5.437 -0.921
C -10.771 -4.919 -2.046
N -13.951 -5.299 0.390
H -15.684 -7.181 0.290
H -14.774 -8.282 -0.671
H -15.211 -6.886 -1.418
H -13.007 -7.115 0.767
H -13.141 -5.609 -1.909
H -12.173 -7.171 -1.668
H -10.323 -5.759 -2.577
H -9.959 -4.242 -1.782
H -11.472 -4.446 -2.734
H -14.195 -5.290 1.370
H -13.081 -4.790 0.319
C -10.328 -7.264 9.348
C -10.771 -6.691 7.986
O -11.822 -5.735 8.120
H -9.872 -8.249 9.250
H -11.251 -7.369 9.919
H -9.627 -6.564 9.800
H -11.086 -7.538 7.376
H -9.896 -6.288 7.478
H -12.474 -5.913 7.439

=====

No. 4
79
Properties=species:S:1:pos:R:3 method="wB97M-V/def2-TZVPD" lumo_ev=-0.82 relative_energy_kcal_mol=0.0 homo_ha=-0.335 gap_ev=8.30
C -2.899 2.109 3.055
C -1.446 2.258 2.452
C -1.088 0.891 1.798
N 0.378 0.708 1.538
P 0.881 1.160 -0.124
O 2.303 2.054 0.119
I -0.679 2.776 -1.102
S 0.634 -1.003 1.569
O -0.517 -1.647 0.883
O 1.863 -1.383 0.823
F 0.710 -1.553 3.085
H -3.582 1.713 2.272
H -2.860 1.381 3.886
H -3.227 3.119 3.362
H -0.715 2.591 3.215
H -1.522 3.087 1.719
H -1.730 0.701 0.915
H -1.379 0.114 2.544
H 2.950 1.365 0.322
C 2.205 -3.405 -2.035
C 0.785 -2.929 -2.259
O 0.661 -2.238 -3.513
C 0.563 -3.018 -4.587
O 0.558 -4.220 -4.597
O 0.488 -2.230 -5.664
C 0.457 -2.941 -6.899
H 2.907 -2.574 -2.140
H 2.314 -3.837 -1.040
H 2.488 -4.158 -2.771
H 0.526 -2.213 -1.485
H 0.070 -3.751 -2.199
H -0.326 -3.698 -6.900
H 1.429 -3.398 -7.092
H 0.247 -2.220 -7.687
C 8.403 -6.166 -1.441
C 7.041 -6.326 -0.794
O 6.007 -5.789 -1.627
C 5.623 -6.575 -2.633
O 6.053 -7.669 -2.882
O 4.689 -5.925 -3.330
C 4.240 -6.622 -4.492
H 8.573 -5.123 -1.719
H 9.192 -6.484 -0.759
H 8.475 -6.758 -2.353
H 7.009 -5.759 0.137
H 6.834 -7.368 -0.547
H 3.924 -7.635 -4.248
H 5.028 -6.639 -5.246
H 3.386 -6.076 -4.889
C -1.367 2.199 10.352
C -1.979 3.153 9.345
O -2.329 2.470 8.135
C -3.471 1.783 8.180
O -4.213 1.702 9.121
O -3.637 1.181 7.000
C -4.788 0.340 6.936
H -0.529 1.659 9.906
H -1.011 2.743 11.229
H -2.093 1.455 10.679
H -1.247 3.912 9.067
H -2.844 3.672 9.759
H -5.686 0.875 7.244
H -4.640 -0.544 7.556
H -4.907 0.027 5.901
C -4.387 8.643 -4.268
C -3.504 7.923 -3.267
O -3.776 6.516 -3.257
C -3.218 5.823 -4.250
O -2.518 6.267 -5.118
O -3.591 4.547 -4.122
C -3.126 3.700 -5.173
H -5.438 8.410 -4.086
H -4.245 9.722 -4.197
H -4.159 8.330 -5.287
H -3.720 8.283 -2.261
H -2.446 8.109 -3.458
H -2.049 3.791 -5.308
H -3.648 3.935 -6.102
H -3.356 2.674 -4.892

=====

No. 5
16
Properties=species:S:1:pos:R:3 method="wB97M-V/def2-TZVPD" lumo_ev=0.57 relative_energy_kcal_mol=0.0 smiles="N=C=CC(N)=O.C=CF" homo_ha=-0.325 gap_ev=9.42
N -0.784 -2.444 0.573
C -0.034 -1.674 0.122
C 0.428 -0.605 -0.504
C 1.725 -0.027 -0.122
N 2.192 -0.412 1.072
O 2.218 0.890 -0.735
H -1.408 -2.217 1.414
H 0.118 -0.423 -1.467
H 1.845 -1.074 1.801
H 3.091 -0.098 1.391
C -2.230 1.156 -0.877
C -1.012 1.501 -0.438
F -0.690 1.421 0.865
H -2.419 1.232 -1.928
H -2.866 0.900 -0.137
H -0.173 1.872 -1.030

=====

No. 6
69
Properties=species:S:1:pos:R:3 method="wB97M-V/def2-TZVPD" lumo_ev="-3.96 / -2.55" relative_energy_kcal_mol=11.0 homo_ha="-0.343 / -0.374" gap_ev="5.38 / 7.63" multiplicity=3 charge=+1
W -0.071 0.176 0.425
C -0.595 -2.656 -0.257
N 0.544 -1.956 0.430
C 1.882 -2.150 -0.180
C 2.125 -1.073 -1.191
N 1.727 0.162 -0.985
C 2.073 0.870 -2.134
C 1.882 2.212 -2.458
C 2.326 2.630 -3.694
C 2.952 1.745 -4.589
C 3.155 0.417 -4.275
C 2.700 0.002 -3.029
N 2.711 -1.235 -2.395
C -1.738 -1.633 -0.364
N -1.150 -0.533 -1.176
C -1.765 -0.546 -2.387
C -1.514 0.269 -3.496
C -2.339 0.133 -4.591
C -3.395 -0.792 -4.578
C -3.648 -1.611 -3.489
C -2.815 -1.490 -2.386
N -2.815 -2.180 -1.188
H -0.889 -3.548 0.297
H -0.275 -2.954 -1.257
H 0.577 -2.286 1.391
H 1.986 -3.149 -0.609
H 2.621 -2.040 0.617
H 1.412 2.892 -1.761
H 2.200 3.664 -3.983
H 3.287 2.117 -5.547
H 3.641 -0.258 -4.966
H 3.098 -2.092 -2.753
H -0.700 0.984 -3.481
H -2.178 0.744 -5.467
H -4.031 -0.872 -5.449
H -4.463 -2.320 -3.507
H -3.691 -2.407 -0.743
Br -0.696 2.719 0.402
C 0.717 3.281 1.579
C 0.938 4.618 1.699
C 1.943 5.045 2.593
C 2.650 4.126 3.312
C 2.404 2.738 3.177
C 3.134 1.790 3.938
C 2.873 0.461 3.802
C 1.884 0.018 2.893
C 1.138 0.868 2.100
C 1.414 2.270 2.276
H 0.359 5.339 1.139
H 2.138 6.103 2.704
H 3.414 4.450 4.006
H 3.888 2.144 4.629
H 3.421 -0.261 4.393
H 1.726 -1.057 2.843
C -1.265 -2.293 2.973
C -2.385 -1.538 2.251
C -2.841 -0.419 3.190
C -3.552 -2.502 2.007
C -1.966 -0.854 0.941
H -1.629 -2.681 3.927
H -0.436 -1.619 3.201
H -0.901 -3.165 2.421
H -3.174 -0.830 4.145
H -3.671 0.143 2.759
H -2.023 0.279 3.385
H -3.933 -2.912 2.943
H -3.248 -3.353 1.389
H -4.380 -1.990 1.508
H -2.770 -0.152 0.679

=====

No. 7
14
Properties=species:S:1:pos:R:3 method="wB97M-V/def2-TZVPD" lumo_ev=0.82 relative_energy_kcal_mol=75.2 smiles="CC(=O)[C@H]1CO1.[H][H]" homo_ha=-0.362 gap_ev=10.68
C -1.210 -0.068 -1.373
C 0.212 -0.238 -0.891
O 0.964 -1.052 -1.374
C 0.688 0.778 0.130
C 0.438 0.768 1.575
O 1.704 0.418 1.032
H -1.175 0.576 -2.259
H -1.619 -1.035 -1.677
H -1.858 0.403 -0.628
H 0.815 1.757 -0.341
H -0.112 -0.041 2.053
H 0.406 1.724 2.101
H 0.067 -1.992 1.036
H 0.679 -1.999 0.615

=====

No. 8
15
Properties=species:S:1:pos:R:3 method="wB97M-V/def2-TZVPD" lumo_ev=-3.31 relative_energy_kcal_mol=19.5 smiles=C[NH2+]C1(Br)CC1 homo_ha=-0.538 gap_ev=11.33 charge=+1
C 0.062 -1.852 0.640
N 0.731 -0.879 -0.343
C -0.156 0.487 -0.664
Br -1.029 0.138 -2.371
C -0.933 1.210 0.302
C 0.339 1.867 -0.247
H 0.410 -1.851 1.705
H -1.083 -1.658 0.619
H 0.194 -2.969 0.449
H 1.050 -1.367 -1.248
H 1.537 -0.480 0.061
H -0.782 1.189 1.448
H -1.911 1.545 -0.070
H 0.439 2.765 -0.798
H 1.132 1.856 0.517

=====

No. 9
13
Properties=species:S:1:pos:R:3 method="wB97M-V/def2-TZVPD" lumo_ev=1.00 relative_energy_kcal_mol=19.8 smiles="C[C@H]1CNC1=O" homo_ha=-0.357 gap_ev=10.72
C 1.541 0.021 0.503
C 0.367 -0.118 -0.458
C -0.891 -0.946 -0.093
N -1.651 0.302 -0.131
C -0.568 1.100 -0.377
O -0.422 2.296 -0.409
H 2.355 0.525 -0.025
H 1.263 0.649 1.353
H 1.919 -0.932 0.883
H 0.713 -0.339 -1.471
H -0.880 -1.440 0.885
H -1.177 -1.665 -0.867
H -2.570 0.547 0.208

=====

No. 10
56
Properties=species:S:1:pos:R:3 method="wB97M-V/def2-TZVPD" lumo_ev=2.57 relative_energy_kcal_mol=28.7 homo_ha=-0.184 gap_ev=7.59 charge=-1
Zr -0.598 -0.489 -0.373
O -1.303 -3.911 -1.399
C -1.658 -3.108 -0.579
O -2.040 -1.844 -0.836
C -1.784 -3.480 0.905
C -2.772 -2.543 1.608
C -3.200 -3.084 2.968
C -1.941 -2.814 3.822
C -1.004 -2.204 2.789
O -1.905 -1.434 1.949
C -0.497 -3.265 1.792
C 0.778 -2.694 1.176
O 1.821 -2.774 1.775
O 0.607 -2.065 0.027
H -2.101 -4.523 0.927
H -3.581 -2.190 0.977
H -4.063 -2.538 3.347
H -3.463 -4.141 2.907
H -2.147 -2.096 4.615
H -1.513 -3.710 4.271
H -0.220 -1.566 3.184
H -0.201 -4.176 2.312
O -1.913 1.749 2.502
P -1.699 2.284 1.026
O -2.475 3.486 0.765
O -1.838 1.049 0.075
O -0.069 2.594 0.975
P 0.950 1.368 0.937
O 2.251 1.980 1.584
O 1.124 0.877 -0.480
O 0.346 0.226 1.735
H -1.353 0.973 2.657
H 2.816 1.282 1.924
N -3.033 0.506 -3.028
C -2.347 1.719 -2.891
C -3.058 2.878 -2.576
C -2.422 4.102 -2.489
C -1.058 4.200 -2.742
C -0.355 3.050 -3.065
C -0.970 1.802 -3.133
C -0.173 0.590 -3.478
C 0.476 0.574 -4.714
C 1.234 -0.519 -5.110
C 1.325 -1.611 -4.259
C 0.680 -1.582 -3.027
C -0.078 -0.487 -2.593
H -2.438 -0.316 -3.076
H -3.767 0.379 -2.345
H -4.122 2.801 -2.384
H -2.991 4.980 -2.207
H -0.547 5.150 -2.665
H 0.715 3.097 -3.234
H 0.369 1.429 -5.374
H 1.734 -0.519 -6.071
H 1.900 -2.485 -4.544
H 0.776 -2.452 -2.389

=====

No. 11
82
Properties=species:S:1:pos:R:3 method="wB97M-V/def2-TZVPD" lumo_ev=1.21 homo_ha=-0.199 gap_ev=6.62 charge=-1
C 3.298 1.933 2.576
C 2.894 1.122 1.783
C 2.384 0.158 0.828
Al 3.755 -0.674 -0.402
C 2.856 -2.237 -1.322
C 1.666 -1.889 -2.246
C 0.331 -1.679 -1.486
C -0.294 -0.311 -1.760
N -1.516 0.027 -0.978
C -2.160 -1.116 -0.331
C -1.351 1.123 -0.078
C -0.901 0.916 1.350
O -1.603 2.241 -0.453
C 4.515 0.581 -1.780
C 3.506 1.539 -2.445
C 3.486 2.901 -1.845
F 2.378 3.655 -2.140
C 4.405 3.469 -1.028
F 5.674 3.656 -1.381
F 4.204 3.888 0.205
C 5.306 -1.512 0.667
C 5.893 -0.570 1.607
O 6.448 0.452 1.359
Cl 5.707 -1.053 3.368
H 3.572 2.738 3.214
H 1.606 0.648 0.237
H 1.911 -0.653 1.395
H 2.440 -2.867 -0.523
H 3.607 -2.818 -1.868
H 1.528 -2.745 -2.918
H 1.878 -1.042 -2.908
H 0.512 -1.851 -0.424
H -0.355 -2.424 -1.892
H 0.436 0.495 -1.670
H -0.596 -0.313 -2.814
H -3.104 -0.762 0.089
H -1.587 -1.552 0.495
H -2.401 -1.856 -1.092
H -0.714 -0.120 1.626
H -1.659 1.311 2.028
H 0.010 1.483 1.536
H 4.905 -0.065 -2.577
H 5.379 1.138 -1.407
H 2.473 1.181 -2.448
H 3.779 1.628 -3.510
H 6.046 -1.813 -0.072
H 4.923 -2.391 1.181
C -1.552 -4.822 1.497
Cl -0.786 -4.974 -0.082
Cl -3.313 -4.847 1.310
Cl -1.050 -6.162 2.532
Cl -1.090 -3.286 2.230
C 7.722 -4.613 -0.082
Cl 5.980 -4.644 -0.364
Cl 8.240 -6.187 0.550
Cl 8.557 -4.295 -1.609
Cl 8.129 -3.355 1.083
C -5.191 -0.611 3.140
Cl -4.585 -1.944 2.160
Cl -3.860 0.112 4.047
Cl -5.875 0.613 2.053
Cl -6.408 -1.209 4.270
C -10.433 -0.274 1.516
Cl -10.760 0.457 -0.070
Cl -11.537 0.412 2.714
Cl -10.688 -2.019 1.406
Cl -8.769 0.051 1.984
C 9.354 4.344 -2.101
Cl 10.589 4.789 -0.913
Cl 8.686 2.770 -1.694
Cl 8.074 5.559 -2.096
Cl 10.091 4.278 -3.711
C -6.314 0.429 -2.063
Cl -5.428 -1.053 -1.697
Cl -7.964 0.299 -1.427
Cl -5.493 1.802 -1.322
Cl -6.380 0.662 -3.814
C -12.681 4.749 2.160
Cl -12.089 3.330 1.299
Cl -11.414 5.363 3.226
Cl -13.134 6.005 1.002
Cl -14.095 4.303 3.124

=====

no.,DFT total energy (eV)
1,-7795.1094
2,-9701.9594
3,-76262.9556
4,-83496.5458
5,-13040.7588
6,-111963.2666
7,-8370.0229
8,-75817.4011
9,-7798.7877
10,-66998.9765
11,-407704.9196